i | The following is a quantum chemistry calculation of C51H45CdN5O4S3Te as an isolated structure, from the Open Molecules 2025 dataset.

Geometry as XYZ:
```
110
C51H45CdN5O4S3Te (ωB97M-V/def2-TZVPD)
Cd 0.6552 -0.3015 -2.1183
C 0.9768 -3.1021 -3.9754
C 2.1863 -3.2304 -3.2949
C 2.2121 -3.7832 -2.0230
C 1.0264 -4.1860 -1.4182
C -0.1799 -4.0556 -2.0923
C -0.2035 -3.5286 -3.3788
H 0.9620 -2.7097 -4.9859
H 3.1067 -2.9169 -3.7680
H 3.1535 -3.8878 -1.4948
H 1.0477 -4.5946 -0.4143
H -1.1062 -4.3671 -1.6244
H -1.1393 -3.4703 -3.9206
O -4.3233 3.4773 -5.4277
C -4.0937 2.2952 -5.7528
O -4.7785 1.4738 -6.3967
C -2.7838 1.7160 -5.1886
C -2.3817 0.4293 -5.5134
C -1.2822 -0.1145 -4.8823
N -0.5951 0.5254 -3.9303
C -0.9848 1.7791 -3.6047
C -2.0392 2.4066 -4.2429
C -0.2871 2.4808 -2.4311
O -0.8154 3.4635 -1.9402
O 0.8236 1.9374 -2.0462
H -2.9660 -0.1329 -6.2297
H -0.9258 -1.1071 -5.1372
H -2.3255 3.4100 -3.9606
N 1.9048 -0.8331 -0.3828
S 2.1125 -0.5146 1.0124
N 0.8783 -0.5249 2.1200
S -0.2688 0.4997 2.1226
N -1.1274 0.8379 0.9223
S -1.9498 -0.1958 -0.0671
N -1.2180 -0.8779 -1.1136
C -2.7444 -1.3439 1.0430
C -3.9913 -1.1217 1.6107
C -4.5506 -2.1173 2.4034
C -3.8657 -3.3061 2.6198
C -2.6131 -3.5116 2.0472
C -2.0457 -2.5309 1.2478
C -3.2557 0.8912 -0.5286
C -3.9049 0.5103 -1.6940
C -4.9732 1.2718 -2.1461
C -5.3743 2.3882 -1.4307
C -4.7212 2.7553 -0.2560
C -3.6498 2.0096 0.2076
C -1.2274 -0.0825 3.5020
C -0.8306 -1.1797 4.2431
C -1.5846 -1.5356 5.3565
C -2.7067 -0.7982 5.7005
C -3.0911 0.3006 4.9381
C -2.3493 0.6669 3.8285
C 0.2378 2.1332 2.6100
C -0.0535 3.2034 1.7801
C 0.3206 4.4766 2.1970
C 0.9646 4.6514 3.4113
C 1.2505 3.5584 4.2283
C 0.8916 2.2838 3.8288
C 3.1574 -1.7033 1.8245
C 2.6439 -2.7143 2.6242
C 3.4953 -3.7207 3.0640
C 4.8358 -3.7062 2.7052
C 5.3357 -2.6878 1.9026
C 4.4958 -1.6843 1.4509
C 2.9255 1.0266 1.3737
C 3.6086 1.2323 2.5748
C 4.2231 2.4546 2.7874
C 4.1385 3.4526 1.8186
C 3.4456 3.2319 0.6378
C 2.8316 2.0071 0.4005
H -4.5280 -0.1990 1.4237
H -5.5288 -1.9644 2.8441
H -4.3172 -4.0846 3.2233
H -2.0835 -4.4420 2.2165
H -1.0892 -2.6726 0.7549
H -3.5679 -0.3632 -2.2440
H -5.4644 1.0209 -3.0758
H -6.1931 2.9895 -1.8068
H -5.0385 3.6352 0.2904
H -3.1104 2.3038 1.0972
H 0.0509 -1.7332 3.9535
H -1.2893 -2.3892 5.9538
H -3.2925 -1.0824 6.5664
H -3.9670 0.8750 5.2108
H -2.6323 1.5246 3.2283
H -0.5503 3.0395 0.8284
H 0.1052 5.3277 1.5629
H 1.2570 5.6469 3.7252
H 1.7534 3.7025 5.1767
H 1.1015 1.4244 4.4556
H 1.5969 -2.7160 2.8879
H 3.1083 -4.5172 3.6874
H 5.4929 -4.4973 3.0423
H 6.3815 -2.6776 1.6239
H 4.8721 -0.8947 0.8104
H 3.6642 0.4496 3.3236
H 4.7697 2.6308 3.7062
H 4.6147 4.4102 1.9936
H 3.3724 4.0097 -0.1122
H 2.2766 1.8414 -0.5153
C 4.9375 -0.5201 -4.0215
Te 3.2042 0.6132 -3.5639
C 2.5418 0.5933 -5.5787
H 5.3740 -0.1195 -4.9360
H 4.7037 -1.5751 -4.1481
H 5.6454 -0.3980 -3.2014
H 2.8106 -0.3717 -6.0056
H 3.0170 1.4008 -6.1274
H 1.4612 0.7196 -5.5834
```

The multiplicity is 1. Its HOMO energy is -6.955 eV. For the orbital gap, the calculation gives 0.229 Ha. Its LUMO energy is -0.0265 Eh. The molecular weight is 1128.16 g mol⁻¹.

---

ii | The following is a quantum chemistry calculation of C51H45CdN5O4S3Te as an isolated structure, from the Open Molecules 2025 dataset.

Geometry as XYZ:
```
110
C51H45CdN5O4S3Te (ωB97M-V/def2-TZVPD)
Cd 0.1433 -0.1133 -0.0935
C -0.1007 0.1926 -3.7990
C -1.2566 -0.5684 -3.8729
C -1.3034 -1.8160 -3.2725
C -0.2017 -2.3029 -2.5889
C 0.9545 -1.5364 -2.5021
C 1.0069 -0.2898 -3.1180
H -0.0595 1.1546 -4.2928
H -2.1096 -0.1896 -4.4198
H -2.1998 -2.4129 -3.3341
H -0.2389 -3.2860 -2.1411
H 1.8391 -1.9387 -2.0228
H 1.9196 0.2911 -3.0894
O -0.1783 -4.8975 5.1308
C 0.4794 -3.9678 4.7036
O 1.2782 -3.1882 5.2481
C 0.3534 -3.5536 3.1934
C 1.4753 -3.5834 2.3658
C 1.4625 -2.8729 1.1817
N 0.4125 -2.1651 0.7688
C -0.7024 -2.2107 1.5107
C -0.7750 -2.8918 2.7158
C -1.8710 -1.4100 0.9635
O -2.8170 -1.1423 1.6924
O -1.7532 -1.0587 -0.2599
H 2.3551 -4.1279 2.6773
H 2.3374 -2.8431 0.5373
H -1.6960 -2.8765 3.2789
N 0.0266 0.7293 1.8150
S -0.0142 1.8598 2.7213
N 1.3915 2.2068 3.5750
S 2.6453 2.7874 2.8924
N 2.9637 2.5355 1.4026
S 3.0959 1.0903 0.5884
N 2.0313 0.7573 -0.3532
C 4.5986 1.4257 -0.3758
C 5.0420 0.4112 -1.2113
C 6.1275 0.6346 -2.0386
C 6.7572 1.8705 -2.0377
C 6.2884 2.8901 -1.2276
C 5.2025 2.6687 -0.3973
C 3.6753 0.0024 1.9288
C 5.0372 -0.0684 2.1613
C 5.4971 -0.7896 3.2502
C 4.5960 -1.4299 4.0854
C 3.2333 -1.3486 3.8500
C 2.7677 -0.6152 2.7681
C 3.9885 2.3628 4.0048
C 3.7055 1.6531 5.1577
C 4.7383 1.3094 6.0109
C 6.0400 1.6763 5.7044
C 6.3116 2.3963 4.5489
C 5.2834 2.7482 3.6931
C 2.6201 4.5831 2.9652
C 2.3518 5.1969 4.1795
C 2.3048 6.5770 4.2423
C 2.5340 7.3362 3.1034
C 2.8051 6.7120 1.8954
C 2.8447 5.3319 1.8228
C -0.2954 3.5240 2.0412
C -0.0104 3.7683 0.7118
C -0.0826 5.0684 0.2397
C -0.4207 6.0985 1.1018
C -0.7008 5.8421 2.4341
C -0.6413 4.5433 2.9081
C -1.2003 1.7336 4.0649
C -2.4472 1.2432 3.7195
C -3.4392 1.1997 4.6839
C -3.1704 1.6323 5.9736
C -1.9022 2.0805 6.3137
C -0.9055 2.1378 5.3532
H 4.5224 -0.5356 -1.2066
H 6.4819 -0.1509 -2.6866
H 7.6084 2.0426 -2.6783
H 6.7661 3.8589 -1.2338
H 4.8107 3.4570 0.2236
H 5.7327 0.4353 1.5052
H 6.5583 -0.8413 3.4415
H 4.9510 -1.9987 4.9301
H 2.5311 -1.8774 4.4866
H 1.7077 -0.5127 2.5823
H 2.6841 1.3710 5.3537
H 4.5247 0.7471 6.9061
H 6.8462 1.3949 6.3648
H 7.3278 2.6770 4.3148
H 5.4711 3.3057 2.7878
H 2.1788 4.5902 5.0549
H 2.0892 7.0665 5.1793
H 2.4949 8.4137 3.1573
H 2.9805 7.3005 1.0087
H 3.0292 4.8127 0.8968
H 0.2833 2.9482 0.0688
H 0.1360 5.2760 -0.7959
H -0.4634 7.1108 0.7344
H -0.9536 6.6513 3.1031
H -0.8540 4.3203 3.9428
H -2.6169 0.8787 2.7181
H -4.4147 0.8189 4.4258
H -3.9464 1.6056 6.7251
H -1.6870 2.3813 7.3285
H 0.0903 2.4843 5.5880
C -2.7716 3.4396 -1.6378
Te -2.2949 1.3408 -1.1245
C -4.0186 1.3121 0.1882
H -2.6838 4.1044 -0.7824
H -3.7810 3.5089 -2.0283
H -2.0871 3.7749 -2.4076
H -4.9201 1.3282 -0.4198
H -4.0104 2.1640 0.8631
H -3.9712 0.3853 0.7488
```

The multiplicity is 1. Its HOMO energy is -7.315 eV. For the orbital gap, the calculation gives 0.248 Ha. Its LUMO energy is -0.0211 Eh. The molecular weight is 1128.16 g mol⁻¹.

---

The calculated energies rank the structures as follows, beginning with the most stable: i, ii.